1.
Computed, not measured: C44H31BrCl5GeIrN4O5 as an isolated structure in a non-equilibrium geometry, with wB97M-V/def2-TZVPD.

**Kohn-Sham gap (alpha / beta)**: 5.29 / 5.29 eV
**Total charge**: -2
**Relative energy (zero: lowest compared OMol25 entry of this formula, charge and spin)**: 0.00 kcal/mol
**HOMO (alpha / beta)**: -1.757 / -1.756 eV
**2S+1**: 1

Each line ends with the Löwdin charge.
Atoms and positions in Å:
Ir (0.575, -0.435, 1.152)  1.35
Br (-6.323, 4.724, 3.931)  0.66
C (-5.208, 3.573, 4.965)  -0.71
C (-3.873, 3.424, 4.629)  -0.13
C (-3.061, 2.592, 5.381)  -0.03
C (-3.566, 1.895, 6.498)  -0.32
C (-4.925, 2.083, 6.809)  -0.05
C (-5.740, 2.901, 6.054)  -0.16
N (-2.869, 1.093, 7.383)  0.00
N (-1.609, 0.839, 7.296)  0.04
C (-0.964, 0.500, 6.164)  -0.27
C (0.447, 0.593, 6.266)  -0.02
C (1.282, 0.497, 5.191)  0.00
C (0.746, 0.230, 3.906)  -0.32
O (1.455, 0.258, 2.857)  -0.17
C (-0.662, -0.112, 3.809)  -0.15
N (-1.052, -0.577, 2.596)  -0.02
C (-2.304, -0.967, 2.450)  -0.09
C (-3.219, -0.908, 3.505)  -0.02
C (-2.842, -0.418, 4.729)  -0.01
C (-1.517, 0.016, 4.910)  -0.10
H (-3.468, 3.948, 3.774)  0.10
H (-2.020, 2.497, 5.110)  0.11
H (-5.317, 1.568, 7.676)  0.10
H (-6.785, 3.022, 6.307)  0.09
H (0.842, 0.809, 7.252)  0.11
H (2.351, 0.630, 5.282)  0.11
H (-2.562, -1.364, 1.475)  0.08
H (-4.224, -1.273, 3.343)  0.10
H (-3.542, -0.384, 5.551)  0.11
O (-1.963, -2.348, -0.032)  0.00
C (-1.038, -2.106, -0.799)  -0.65
O (-0.188, -1.140, -0.717)  -0.24
C (-0.777, -3.052, -1.969)  -0.15
C (-0.564, -2.448, -3.384)  -0.24
Ge (0.188, -0.641, -3.591)  1.05
C (2.117, -0.717, -3.277)  -0.25
C (3.009, -0.105, -4.156)  -0.11
C (4.377, -0.314, -4.041)  -0.10
C (4.869, -1.159, -3.057)  -0.10
C (3.991, -1.765, -2.170)  -0.08
C (2.626, -1.535, -2.270)  -0.09
C (-1.181, 0.739, -3.259)  -0.26
C (-1.133, 1.758, -2.316)  -0.09
C (-2.216, 2.610, -2.135)  -0.08
C (-3.370, 2.451, -2.888)  -0.11
C (-3.429, 1.446, -3.841)  -0.10
C (-2.340, 0.605, -4.028)  -0.12
C (0.219, -0.463, -5.606)  -0.27
C (0.383, -1.559, -6.454)  -0.10
C (0.450, -1.415, -7.835)  -0.11
C (0.364, -0.155, -8.407)  -0.12
C (0.209, 0.955, -7.586)  -0.10
C (0.138, 0.796, -6.208)  -0.12
H (-1.603, -3.762, -2.005)  0.10
H (0.119, -3.586, -1.636)  0.10
H (-1.513, -2.413, -3.926)  0.06
H (0.099, -3.120, -3.934)  0.06
H (2.637, 0.539, -4.944)  0.09
H (5.056, 0.181, -4.725)  0.09
H (5.935, -1.332, -2.970)  0.09
H (4.368, -2.405, -1.383)  0.10
H (1.957, -1.974, -1.541)  0.09
H (-0.257, 1.871, -1.706)  0.06
H (-2.152, 3.396, -1.392)  0.10
H (-4.223, 3.100, -2.726)  0.09
H (-4.324, 1.314, -4.439)  0.09
H (-2.394, -0.169, -4.787)  0.10
H (0.461, -2.555, -6.031)  0.09
H (0.569, -2.290, -8.465)  0.09
H (0.410, -0.037, -9.483)  0.09
H (0.144, 1.945, -8.022)  0.09
H (0.012, 1.673, -5.582)  0.10
Cl (2.388, 3.099, -1.100)  0.64
C (3.509, 2.162, -0.152)  -0.61
C (4.775, 2.673, 0.034)  -0.16
C (5.713, 1.957, 0.763)  -0.14
C (5.350, 0.724, 1.283)  -0.16
C (4.075, 0.222, 1.106)  -0.60
Cl (3.749, -1.336, 1.796)  0.70
C (3.058, 0.932, 0.395)  -0.47
N (1.797, 0.521, 0.181)  -0.20
H (5.023, 3.632, -0.402)  0.09
H (6.707, 2.355, 0.924)  0.08
H (6.063, 0.131, 1.841)  0.09
Cl (0.179, -5.927, 2.849)  0.56
C (1.340, -4.667, 2.374)  -1.48
Cl (2.677, -4.634, 3.555)  0.56
Cl (2.007, -5.080, 0.784)  0.57
C (0.630, -3.243, 2.419)  -0.81
O (0.076, -2.986, 3.469)  0.02
O (0.796, -2.602, 1.351)  -0.20


2.
Computed, not measured: C44H31F15IrN3O8PS2SbSe as an isolated structure in a non-equilibrium geometry, with wB97M-V/def2-TZVPD.

**Kohn-Sham gap**: 3.03 eV
**Total charge**: 0
**Relative energy (zero: lowest compared OMol25 entry of this formula, charge and spin)**: 98.12 kcal/mol
**HOMO**: -6.179 eV
**2S+1**: 1

Each line ends with the Löwdin charge.
Atoms and positions in Å:
Ir (1.346, 0.521, 0.964)  1.09
F (2.625, -4.910, -2.063)  0.16
C (2.600, -3.584, -2.072)  -0.67
F (3.824, -3.123, -1.834)  0.15
F (2.218, -3.172, -3.289)  0.11
S (1.392, -2.934, -0.828)  0.57
O (1.641, -1.512, -0.802)  -0.42
O (0.120, -3.402, -1.272)  -0.25
N (1.879, -3.697, 0.464)  -0.27
S (2.305, -2.995, 1.786)  0.59
O (1.548, -1.784, 2.069)  -0.41
O (2.428, -3.936, 2.848)  -0.24
C (4.045, -2.385, 1.539)  -0.66
F (4.119, -1.426, 0.609)  0.12
F (4.500, -1.876, 2.690)  0.13
F (4.835, -3.389, 1.175)  0.16
N (2.982, 0.625, 3.524)  0.02
C (3.906, 1.331, 4.194)  -0.06
C (4.217, 2.421, 3.415)  -0.04
C (3.429, 2.296, 2.269)  -0.10
N (2.675, 1.196, 2.352)  -0.16
H (2.558, -0.257, 3.761)  0.11
H (4.258, 1.005, 5.157)  0.13
H (4.920, 3.202, 3.640)  0.11
H (3.344, 2.933, 1.407)  0.11
O (1.701, 2.260, -0.318)  -0.49
Se (0.243, 2.205, -1.122)  0.82
O (0.432, 1.936, -2.757)  -0.52
O (-0.271, 0.723, -0.536)  -0.61
O (-0.698, 3.452, -0.865)  -0.36
F (-1.022, -1.076, 8.808)  0.15
C (-0.391, 0.032, 8.377)  -0.58
F (-0.977, 1.081, 8.974)  0.14
F (0.874, -0.037, 8.836)  0.14
C (-0.425, 0.136, 6.877)  -0.11
C (0.376, -0.715, 6.126)  0.01
C (0.354, -0.636, 4.747)  -0.11
C (-0.461, 0.287, 4.086)  -0.30
C (-1.289, 1.100, 4.859)  -0.04
C (-1.269, 1.031, 6.245)  0.02
P (-0.515, 0.406, 2.241)  1.01
C (-1.583, -1.024, 1.775)  -0.29
C (-2.118, -1.169, 0.494)  -0.06
C (-2.859, -2.292, 0.159)  0.03
C (-3.068, -3.288, 1.094)  -0.10
C (-2.543, -3.165, 2.369)  0.01
C (-1.810, -2.041, 2.707)  -0.05
C (-3.840, -4.527, 0.739)  -0.57
F (-4.548, -4.382, -0.395)  0.14
F (-4.713, -4.861, 1.711)  0.14
F (-3.030, -5.587, 0.567)  0.15
C (-1.468, 1.929, 1.982)  -0.37
C (-0.821, 3.135, 2.246)  -0.09
C (-1.482, 4.332, 2.062)  0.00
C (-2.790, 4.328, 1.596)  -0.11
C (-3.437, 3.137, 1.321)  0.02
C (-2.776, 1.933, 1.519)  -0.04
C (-3.492, 5.644, 1.410)  -0.58
F (-4.629, 5.523, 0.705)  0.14
F (-2.717, 6.538, 0.773)  0.15
F (-3.822, 6.197, 2.598)  0.14
H (1.007, -1.444, 6.616)  0.13
H (0.922, -1.358, 4.172)  0.08
H (-1.957, 1.807, 4.390)  0.11
H (-1.909, 1.680, 6.826)  0.13
H (-1.962, -0.420, -0.262)  0.08
H (-3.258, -2.381, -0.840)  0.11
H (-2.703, -3.945, 3.102)  0.13
H (-1.414, -1.975, 3.707)  0.10
H (0.211, 3.138, 2.577)  0.11
H (-0.977, 5.269, 2.253)  0.13
H (-4.452, 3.141, 0.949)  0.13
H (-3.286, 1.005, 1.303)  0.11
C (-0.406, -0.437, -8.235)  -0.09
C (-0.826, 0.684, -7.533)  -0.08
C (-0.571, 0.789, -6.174)  -0.12
C (0.127, -0.212, -5.508)  -0.39
C (0.549, -1.327, -6.220)  -0.13
C (0.279, -1.446, -7.576)  -0.09
Sb (0.447, -0.152, -3.398)  1.67
C (2.581, 0.373, -3.735)  -0.30
C (2.973, 0.850, -4.975)  -0.11
C (4.283, 1.267, -5.163)  -0.08
C (5.197, 1.203, -4.124)  -0.09
C (4.801, 0.720, -2.886)  -0.08
C (3.492, 0.306, -2.690)  -0.13
C (-1.725, -0.100, -3.148)  -0.34
C (-2.541, 0.913, -2.674)  -0.13
C (-3.912, 0.712, -2.591)  -0.08
C (-4.473, -0.502, -2.958)  -0.09
C (-3.658, -1.521, -3.429)  -0.10
C (-2.289, -1.318, -3.522)  -0.14
H (-0.615, -0.524, -9.293)  0.10
H (-1.362, 1.474, -8.043)  0.10
H (-0.923, 1.662, -5.634)  0.11
H (1.107, -2.117, -5.728)  0.10
H (0.608, -2.323, -8.117)  0.10
H (2.278, 0.907, -5.804)  0.09
H (4.585, 1.644, -6.131)  0.10
H (6.218, 1.526, -4.280)  0.10
H (5.510, 0.662, -2.071)  0.10
H (3.198, -0.074, -1.731)  0.06
H (-2.149, 1.880, -2.388)  0.08
H (-4.545, 1.515, -2.237)  0.10
H (-5.542, -0.653, -2.885)  0.10
H (-4.083, -2.472, -3.722)  0.11
H (-1.664, -2.124, -3.895)  0.10